Here is a cluster of 2 separate species, C6H16N in total in a non-equilibrium geometry from OMol25. Energies are from ωB97M-V/def2-TZVPD.

XYZ file:
```
23
Properties=species:S:1:pos:R:3:lowdin_charge:R:1
N -1.4598 -0.3327 -1.7769 0.0246
C -2.3212 -0.1239 0.5654 -0.0528
C 1.9530 -0.8585 1.2558 -0.0813
C 0.1670 0.4071 0.1025 -0.0525
C 1.4697 -0.2130 -0.1348 -0.5014
C -1.0199 -0.4920 -0.4043 -0.4287
C 2.5105 0.8014 -0.5321 -0.1251
H 1.5194 -0.9975 -0.9165 0.1342
H 3.5140 0.3405 -0.6453 0.0805
H 2.2058 1.4156 -1.4253 0.0874
H 1.1789 -1.6756 1.6318 0.0978
H -2.2456 -0.5134 1.5486 0.0379
H 0.1057 1.5133 -0.0569 0.1168
H 1.8120 -0.0966 2.0588 0.0695
H -1.7433 0.6667 -1.8091 0.0879
H 2.5824 1.5745 0.2987 0.0950
H -5.8796 2.8478 3.1063 0.0000
H -5.5919 2.9024 3.7765 0.0001
H -0.6130 -0.4826 -2.3404 0.0728
H -0.6218 -1.5217 -0.1295 0.1329
H -2.2342 0.9575 0.6483 0.0511
H -3.3415 -0.4219 0.3049 0.0622
H 3.0172 -1.3066 1.2712 0.0911
```

## Properties
HOMO level (spin up / spin down) ... -8.1 / -9.4 eV
Frontier orbital gap (spin up / spin down) ... 9.17 / 9.55 eV
E_LUMO (spin up / spin down) ... 0.040 / 0.004 hartree
Spin multiplicity ... 2
Energy relative to the best compared isomer or geometry (same formula, charge and spin) ... 43.4 kcal per mole
Expectation value of S² ... 0.754